Record 1
{
  "formula": "C13H15ClMoN2O2Se",
  "method": "ωB97M-V with the def2-TZVPD basis set",
  "species": ["Cl", "C", "C", "C", "H", "C", "C", "H", "H", "H", "C", "Mo", "C", "C", "O", "O", "H", "H", "H", "C", "N", "C", "C", "N", "C", "C", "Se", "H", "H", "H", "H", "H", "H", "H", "H"],
  "coordinates": [[-2.52, 0.92, -0.85], [0.64, -1.51, -1.51], [1.64, -0.75, -0.82], [1.50, 0.63, -1.21], [2.40, -1.12, -0.14], [0.38, 0.72, -2.13], [-0.14, -0.61, -2.30], [-0.99, -0.86, -2.93], [0.54, -2.59, -1.48], [2.11, 1.47, -0.90], [-0.11, 1.94, -2.84], [-0.33, 0.00, -0.16], [-0.03, -1.36, 1.32], [-2.16, -0.90, 0.65], [0.03, -2.02, 2.30], [-3.14, -1.35, 1.11], [0.18, 2.84, -2.29], [-1.20, 1.89, -2.93], [0.36, 1.95, -3.84], [-2.18, 1.29, 3.60], [-0.78, 0.99, 3.80], [-0.26, 0.41, 4.96], [1.07, 0.31, 4.79], [1.34, 0.82, 3.53], [2.65, 0.90, 2.92], [0.21, 1.22, 2.91], [0.15, 2.05, 1.21], [-2.35, 2.36, 3.40], [-2.70, 0.98, 4.51], [-2.56, 0.69, 2.76], [-0.91, 0.11, 5.76], [1.84, -0.10, 5.40], [3.37, 1.26, 3.66], [2.93, -0.08, 2.52], [2.57, 1.62, 2.08]],
  "nbo_charge": [-0.171, -0.222, -0.212, -0.243, 0.288, 0.016, -0.217, 0.303, 0.301, 0.296, -0.648, 0.266, 0.645, 0.628, -0.348, -0.347, 0.247, 0.265, 0.284, -0.409, -0.323, -0.017, -0.036, -0.318, -0.421, 0.225, 0.210, 0.253, 0.249, 0.209, 0.267, 0.270, 0.258, 0.215, 0.238],
  "homo_lumo_gap_ev": [7.421, 5.948],
  "spin_multiplicity": 3,
  "charge": 2,
  "homo_ev": [-15.62, -16.02]
}

=====

Record 2
{
  "formula": "C13H15CrN4O4",
  "method": "ωB97M-V with the def2-TZVPD basis set",
  "species": ["Cr", "C", "C", "O", "C", "C", "C", "N", "N", "C", "O", "C", "C", "C", "C", "C", "C", "H", "H", "H", "H", "H", "H", "H", "H", "H", "H", "H", "H", "N", "N", "C", "O", "O", "H", "H", "H"],
  "coordinates": [[-0.06, 1.78, -1.58], [-3.70, 3.77, -1.85], [-2.68, 2.83, -1.27], [-1.55, 2.77, -1.94], [-2.92, 2.13, -0.13], [-2.01, 1.24, 0.52], [-2.44, 0.55, 1.78], [-0.83, 0.98, 0.03], [-0.07, 0.03, 0.69], [1.15, -0.09, 0.26], [0.54, 0.40, -2.58], [1.89, -1.27, 0.79], [1.32, -2.08, 1.77], [1.97, -3.22, 2.21], [3.20, -3.57, 1.68], [3.78, -2.77, 0.71], [3.14, -1.63, 0.27], [-3.45, 3.99, -2.88], [-3.70, 4.71, -1.29], [-4.70, 3.34, -1.79], [-3.88, 2.27, 0.34], [-3.43, 0.88, 2.08], [-1.73, 0.76, 2.59], [-2.44, -0.53, 1.63], [0.36, -1.79, 2.18], [1.51, -3.83, 2.98], [3.71, -4.46, 2.03], [4.75, -3.04, 0.30], [3.62, -0.99, -0.46], [-0.21, -1.60, -1.72], [0.86, -0.70, -1.79], [2.03, 1.19, 0.03], [3.11, 1.24, 0.55], [1.49, 2.17, -0.65], [-0.17, -2.08, -0.82], [-0.18, -2.27, -2.48], [1.71, -1.11, -2.16]],
  "nbo_charge": [1.368, -0.669, 0.449, -0.669, -0.413, 0.303, -0.660, -0.339, -0.389, 0.177, -0.565, -0.007, -0.205, -0.216, -0.203, -0.216, -0.198, 0.233, 0.234, 0.228, 0.219, 0.217, 0.243, 0.244, 0.232, 0.214, 0.214, 0.215, 0.223, -0.662, -0.138, 0.726, -0.574, -0.700, 0.376, 0.355, 0.356],
  "homo_lumo_gap_ev": [8.054, 8.026],
  "spin_multiplicity": 2,
  "homo_ev": [-8.01, -7.97],
  "de_lowest_kj_mol": 53.0
}

=====

Record 3
{
  "formula": "C13H15INO3SiTl",
  "method": "ωB97M-V with the def2-TZVPD basis set",
  "species": ["Tl", "O", "C", "O", "C", "C", "C", "C", "C", "C", "C", "C", "C", "N", "H", "H", "H", "H", "H", "H", "O", "C", "Si", "C", "C", "H", "H", "H", "H", "H", "H", "H", "H", "H", "I"],
  "coordinates": [[2.45, -2.99, -1.51], [3.25, 0.18, 1.38], [2.42, -0.22, 0.53], [2.06, -1.34, 0.17], [1.86, 1.14, -0.06], [2.90, 2.12, -0.32], [2.58, 3.40, -0.50], [1.19, 3.81, -0.53], [0.82, 5.15, -0.40], [-0.45, 5.63, -0.13], [-1.39, 4.65, 0.17], [-1.01, 3.28, 0.26], [0.22, 2.79, -0.14], [0.59, 1.40, -0.19], [3.94, 1.72, -0.26], [3.34, 4.12, -0.82], [1.61, 5.86, -0.69], [-0.81, 6.65, -0.30], [-2.45, 4.94, 0.23], [-1.79, 2.39, 0.56], [-0.42, -2.39, -1.45], [-2.22, -4.82, -0.88], [-1.17, -3.18, -0.31], [-2.19, -1.79, 0.56], [-0.72, -3.93, 1.46], [-2.33, -5.62, -0.09], [-1.73, -5.35, -1.69], [-3.27, -4.61, -1.17], [-3.26, -2.00, 0.52], [-1.88, -0.83, 0.13], [-1.91, -1.72, 1.62], [-1.63, -4.43, 1.89], [-0.43, -3.16, 2.09], [-0.02, -4.84, 1.45], [1.87, -6.02, -1.59]],
  "nbo_charge": [0.739, -0.732, 0.766, -0.753, 0.189, -0.222, -0.193, -0.107, -0.185, -0.266, -0.225, -0.217, 0.150, -0.409, 0.240, 0.189, 0.184, 0.203, 0.201, 0.236, -1.315, -1.111, 1.884, -1.138, -1.118, 0.194, 0.226, 0.189, 0.190, 0.236, 0.197, 0.201, 0.201, 0.212, -0.837],
  "homo_lumo_gap_ev": 6.181,
  "charge": -2,
  "homo_ev": -1.73,
  "de_lowest_kj_mol": 0.0
}

=====

Record 4
{
  "formula": "C13H15N3",
  "method": "ωB97M-V with the def2-TZVPD basis set",
  "species": ["C", "C", "C", "C", "N", "N", "H", "H", "H", "H", "H", "H", "C", "C", "C", "C", "C", "C", "C", "C", "C", "N", "H", "H", "H", "H", "H", "H", "H", "H", "H"],
  "coordinates": [[-4.03, -0.73, 1.60], [-1.59, -0.52, 1.14], [-2.69, -1.40, 1.45], [-0.89, -2.61, 1.70], [-0.48, -1.33, 1.38], [-2.31, -2.67, 1.81], [-1.71, 0.47, 0.85], [0.49, -1.26, 1.13], [-4.82, -1.06, 0.90], [-3.94, 0.35, 1.71], [-0.21, -3.34, 1.62], [-4.34, -1.08, 2.59], [0.95, 3.83, -0.99], [1.09, 1.23, -1.14], [1.48, 2.46, -0.56], [1.91, 0.17, -0.52], [2.27, 2.15, 0.50], [-0.02, -0.38, -2.49], [0.70, -1.38, -1.91], [0.15, 0.96, -2.17], [1.76, -1.11, -0.91], [2.52, 0.78, 0.63], [-0.75, -0.59, -3.22], [0.63, -2.38, -2.36], [-0.45, 1.76, -2.64], [2.21, -1.99, -0.50], [-0.15, 3.98, -1.08], [1.36, 3.88, -2.03], [2.84, 2.82, 1.16], [3.20, 0.44, 1.14], [1.08, 4.41, -0.15]],
  "nbo_charge": [-0.647, -0.141, 0.121, 0.141, -0.499, -0.464, 0.220, 0.421, 0.219, 0.217, 0.182, 0.226, -0.652, -0.091, -0.087, 0.190, -0.016, -0.232, -0.205, -0.195, -0.301, -0.557, 0.212, 0.218, 0.221, 0.218, 0.217, 0.235, 0.209, 0.390, 0.231],
  "homo_lumo_gap_ev": 8.607,
  "homo_ev": -7.90,
  "de_lowest_kj_mol": 225.0,
  "smiles": "Cc1c[nH]c2ccccc12.Cc1c[nH]cn1"
}